Entry from the Open Molecules 2025 dataset: a structure of composition C16H25BrN5O4Se2Ti (wB97M-V/def2-TZVPD).

- M (g mol⁻¹) = 637.10
- HOMO energy (spin up / spin down) (eV) = -2.216 / -4.246
- 2S+1 = 3
- charge = -1

Geometry (Å):
Ti 0.31328 0.52544 1.06920
C 5.39239 1.85569 0.66568
N 4.51060 0.74261 0.96743
C 4.90445 -0.51090 0.33151
C 3.17465 0.96416 1.19904
N 2.33110 0.08424 1.59442
N 2.71597 2.24329 1.00363
C 1.36723 2.60451 1.33887
N 0.91420 3.64714 0.54605
N 0.83485 2.15167 2.43413
H 6.42123 1.53063 0.81525
H 5.20436 2.69238 1.33359
H 5.30442 2.19289 -0.37585
H 5.10394 -0.34854 -0.73224
H 4.10971 -1.24530 0.40859
H 5.80335 -0.90906 0.80327
H 2.70128 -0.82932 1.81069
H 3.13567 2.77940 0.26286
H 1.01550 3.40952 -0.43883
H -0.07673 3.79756 0.72763
H -0.05424 2.59929 2.64187
O -5.05991 -0.84239 3.19105
C -4.74573 -1.25294 1.84916
C -3.33964 -0.78661 1.48478
C -3.13363 -1.16080 0.01322
O -3.95597 -0.40790 -0.87833
C -2.33148 -1.61151 2.32384
Se -0.73962 -0.70834 3.02128
C -3.28004 0.73863 1.71807
Se -1.98326 1.72795 0.61489
H -5.95961 -1.11995 3.38314
H -5.45948 -0.82699 1.13969
H -4.78278 -2.34641 1.77482
H -3.39413 -2.21502 -0.11720
H -2.07921 -1.05531 -0.25708
H -3.48644 0.43544 -0.98691
H -2.01589 -2.48583 1.75187
H -2.82645 -1.96691 3.22533
H -3.05466 0.94438 2.75926
H -4.25277 1.16942 1.48690
Br -0.51289 -2.47567 -6.76085
C -0.23456 -1.80944 -4.99670
C -0.28061 -2.68547 -3.90764
C -0.07266 -2.21640 -2.62995
C 0.19654 -0.82985 -2.39358
C 0.21981 0.03746 -3.53296
C 0.01096 -0.44740 -4.80253
C 0.46029 -0.33449 -1.12783
O 0.42834 -1.09168 -0.01299
O 0.70787 0.95800 -0.84702
H -0.48232 -3.73604 -4.07586
H -0.11432 -2.89180 -1.78596
H 0.39894 1.09298 -3.37822
H 0.02805 0.22360 -5.65248